62
Properties=species:S:1:pos:R:3:lowdin_charge:R:1 method="wB97M-V/def2-TZVPD" orbital_gap_ev="4.432 / 4.435" total_charge=+2 de_lowest_kcal_mol=8.1 e_homo_ev="-12.76 / -12.76" lumo_ev="-8.326 / -8.323"
P -0.674 4.046 -0.332 0.816
P -1.114 1.643 -1.671 0.834
C -0.506 4.297 -2.158 -0.331
C -1.326 3.178 -2.777 -0.379
H 0.564 4.229 -2.398 0.104
H -0.837 5.310 -2.445 0.119
H -2.391 3.397 -2.848 0.076
H -0.980 2.889 -3.782 0.097
C 0.149 0.989 -2.858 -0.194
H 0.449 -0.044 -2.690 0.007
H 1.039 1.633 -2.876 0.077
H -0.300 1.007 -3.855 0.074
C -2.483 0.589 -2.292 -0.199
H -2.789 0.985 -3.268 0.074
H -3.356 0.553 -1.627 0.058
H -2.101 -0.425 -2.458 0.045
C 0.251 5.336 0.516 -0.190
H 0.057 5.215 1.580 0.040
H -0.041 6.357 0.263 0.079
H 1.322 5.172 0.372 0.080
C -2.572 4.194 -0.257 -0.183
H -3.159 3.797 -1.099 0.069
H -2.765 5.260 -0.078 0.105
H -2.867 3.641 0.678 0.023
Ti -1.458 2.208 0.612 0.659
C -0.050 -4.194 0.833 -0.107
C 1.030 -4.707 0.222 -0.094
C 1.512 -4.577 -1.207 -0.186
C 2.471 -3.409 -1.554 -0.179
C 1.751 -2.199 -2.037 -0.082
C 0.567 -1.871 -1.469 -0.166
C -0.638 -2.618 -1.112 -0.180
C -0.799 -2.956 0.423 -0.168
C -1.315 3.113 2.551 -0.188
H -0.410 -4.643 1.766 0.108
H 1.683 -5.339 0.845 0.111
H 0.686 -4.635 -1.921 0.107
H 2.119 -5.479 -1.365 0.115
H 3.009 -3.132 -0.615 0.122
H 3.180 -3.751 -2.329 0.116
H 2.340 -1.449 -2.548 0.100
H 0.467 -0.826 -1.140 0.046
H -0.798 -3.542 -1.705 0.125
H -1.500 -1.944 -1.262 0.082
H -0.462 -2.099 1.038 0.067
H -1.878 -3.057 0.681 0.118
H -1.858 2.393 3.183 0.034
H -1.831 4.078 2.559 0.013
H -0.281 3.209 2.914 0.033
C -0.099 0.693 0.813 -0.108
C 0.236 0.016 1.818 -0.055
C 0.889 -0.896 2.675 -0.257
C 2.083 -1.435 2.156 -0.013
C 2.732 -2.461 2.819 -0.049
C 2.269 -2.927 4.048 -0.016
C 1.113 -2.354 4.605 -0.036
C 0.441 -1.325 3.951 0.005
H 2.460 -1.003 1.219 0.132
H 3.621 -2.890 2.358 0.122
H 2.814 -3.712 4.578 0.128
H 0.751 -2.706 5.561 0.117
H -0.416 -0.825 4.396 0.122

***

62
Properties=species:S:1:pos:R:3:lowdin_charge:R:1 method="wB97M-V/def2-TZVPD" orbital_gap_ev=8.330 total_charge=+1 de_lowest_kcal_mol=0.0 e_homo_ev=-10.77 lumo_ev=-2.443
C -4.320 1.919 3.619 -0.045
N -3.082 2.594 3.328 -0.143
C -2.975 3.932 3.877 -0.045
C -3.366 4.903 2.807 -0.521
F -3.329 6.205 3.196 0.136
F -2.520 4.755 1.725 0.108
F -4.632 4.643 2.324 0.115
C -2.071 2.023 2.623 -0.231
C -0.725 2.380 2.838 0.010
C 0.267 1.680 2.167 -0.034
C -0.055 0.765 1.158 -0.222
C 1.095 0.117 0.409 -0.056
C 0.837 -1.234 -0.280 -0.186
C 1.826 -1.692 -1.155 -0.053
C 1.601 -2.754 -2.030 -0.001
C 0.425 -3.526 -1.916 -0.232
N 0.096 -4.492 -2.862 -0.144
C 0.463 -4.292 -4.251 -0.047
C -0.036 -5.900 -2.463 -0.040
C -1.447 -6.355 -2.196 -0.527
F -1.590 -7.710 -2.354 0.118
F -1.863 -6.047 -0.919 0.091
F -2.344 -5.753 -3.046 0.113
C -0.440 -3.252 -0.848 0.027
C -0.225 -2.131 -0.033 -0.023
C -1.399 0.460 0.914 -0.030
C -2.401 1.044 1.673 0.013
H -4.118 0.883 3.916 0.104
H -4.773 2.437 4.474 0.097
H -5.030 1.927 2.774 0.099
H -3.694 3.999 4.699 0.144
H -1.946 4.140 4.176 0.127
H -0.477 3.160 3.557 0.112
H 1.303 1.803 2.510 0.115
H 1.986 0.010 1.103 0.160
H 2.830 -1.254 -1.126 0.099
H 2.323 -3.009 -2.810 0.119
H 0.975 -3.331 -4.357 0.081
H 1.126 -5.103 -4.571 0.092
H -0.426 -4.298 -4.899 0.098
H 0.309 -6.521 -3.297 0.138
H 0.538 -6.063 -1.540 0.154
H -1.314 -3.889 -0.730 0.113
H -0.898 -2.016 0.823 0.120
H -1.722 -0.280 0.178 0.111
H -3.449 0.776 1.521 0.119
C 2.850 3.034 -1.992 -0.031
C 2.955 2.035 -0.834 -0.600
C 4.099 1.087 -1.120 -0.048
C 3.207 2.781 0.455 -0.038
N 1.632 1.273 -0.752 0.161
H 2.066 3.780 -1.782 0.097
H 3.815 3.579 -2.104 0.113
H 2.648 2.504 -2.943 0.099
H 4.220 0.361 -0.303 0.092
H 3.939 0.580 -2.087 0.096
H 5.040 1.656 -1.211 0.108
H 3.266 2.085 1.301 0.082
H 4.165 3.323 0.383 0.109
H 2.423 3.535 0.617 0.098
H 1.469 0.772 -1.637 0.153
H 0.873 1.962 -0.694 0.158

***

19
Properties=species:S:1:pos:R:3:lowdin_charge:R:1 method="wB97M-V/def2-TZVPD" orbital_gap_ev=8.396 total_charge=0 de_lowest_kcal_mol=95.6 e_homo_ev=-7.68 lumo_ev=0.711
C 2.055 -1.482 0.835 -0.051
C 0.909 -1.072 -0.057 -0.159
C 0.034 0.415 0.159 -0.151
C -0.643 1.030 -1.047 -0.229
C -1.908 1.764 -0.603 -0.090
C -0.472 -0.959 0.719 -0.516
O -0.493 -1.180 1.966 -0.146
H 2.396 -2.468 0.504 0.091
H 2.917 -0.808 0.824 0.083
H 1.637 -1.565 1.847 0.083
H 1.192 0.170 -0.270 0.156
H 0.879 -1.372 -1.104 0.143
H 0.353 1.044 0.990 0.169
H -0.913 0.227 -1.746 0.119
H 0.024 1.714 -1.587 0.114
H -2.427 2.191 -1.467 0.076
H -1.669 2.582 0.085 0.080
H -2.594 1.084 -0.089 0.084
H -1.278 -1.315 0.042 0.145

***

10
Properties=species:S:1:pos:R:3:lowdin_charge:R:1 method="wB97M-V/def2-TZVPD" orbital_gap_ev=9.973 total_charge=+1 de_lowest_kcal_mol=53.2 e_homo_ev=-15.37 lumo_ev=-5.401
C 0.025 -1.228 -0.056 -0.281
C 1.200 0.510 0.319 -0.031
N 3.377 -0.210 -0.265 0.412
N 2.376 0.185 -0.017 -0.058
N -1.148 -0.870 -0.453 0.266
O 0.706 -2.151 0.196 0.213
H 1.118 0.719 1.386 0.148
H 0.996 1.287 -0.286 0.086
H -1.458 0.054 -0.295 0.137
H -1.648 -1.488 -0.952 0.109

***

15
Properties=species:S:1:pos:R:3:lowdin_charge:R:1 method="wB97M-V/def2-TZVPD" orbital_gap_ev=9.773 total_charge=0 de_lowest_kcal_mol=20.9 e_homo_ev=-8.97 lumo_ev=0.804
C -0.176 -1.022 0.393 -0.303
C -1.338 -0.304 1.072 -0.007
C -0.991 0.961 1.241 -0.122
C 0.824 0.125 0.236 -0.319
C 1.282 0.482 -1.163 -0.459
H -0.964 -0.911 -1.372 0.021
H 0.037 -1.890 0.997 0.146
H -2.232 -0.801 1.289 0.096
H -1.544 1.759 1.725 0.130
H 1.764 -0.040 0.790 0.164
H 1.962 1.313 -1.121 0.070
H 1.756 -0.383 -1.680 0.098
O -0.624 -1.616 -0.820 -0.049
O 0.226 1.296 0.755 -0.058
Cl 0.018 1.030 -2.342 0.592

***

49
Properties=species:S:1:pos:R:3:lowdin_charge:R:1 method="wB97M-V/def2-TZVPD" orbital_gap_ev=7.378 total_charge=+2 de_lowest_kcal_mol=5.7 e_homo_ev=-15.71 lumo_ev=-8.333
Au 0.841 -0.263 -0.097 0.978
C -0.030 -2.618 4.590 0.019
N 1.073 -1.894 3.939 -0.144
C 2.416 -1.967 4.545 0.023
C 0.859 -1.155 2.916 -0.218
N 0.614 -0.449 2.013 0.079
H -0.126 -2.266 5.616 0.108
H 0.193 -3.684 4.584 0.107
H -0.955 -2.434 4.052 0.100
H 2.377 -1.552 5.551 0.109
H 3.123 -1.405 3.941 0.078
H 2.723 -3.010 4.586 0.110
O 4.162 -1.024 1.765 0.166
C 3.458 -0.592 0.947 -0.463
N 2.793 -0.087 0.064 -0.094
C -5.411 -0.271 1.345 -0.067
C -5.347 0.473 0.016 -0.405
C -4.722 1.855 0.172 -0.068
C -4.653 -0.343 -1.077 -0.077
N -3.245 -0.635 -0.749 -0.059
C -2.158 0.090 -0.964 -0.105
N -1.159 -0.545 -0.381 -0.179
N -1.660 -1.658 0.202 0.018
N -2.909 -1.710 -0.017 0.115
H -6.033 0.280 2.049 0.091
H -4.420 -0.371 1.795 0.070
H -5.833 -1.270 1.233 0.088
H -6.367 0.597 -0.361 0.149
H -3.713 1.793 0.591 0.073
H -5.308 2.458 0.864 0.093
H -4.677 2.395 -0.776 0.085
H -4.639 0.193 -2.025 0.138
H -5.123 -1.312 -1.229 0.140
H -2.114 1.003 -1.531 0.137
S 0.859 1.464 -1.673 0.707
C 2.451 1.343 -2.435 -0.740
N 3.389 2.165 -2.027 0.054
C 4.726 2.207 -2.639 -0.118
C 4.610 1.780 -4.091 -0.140
C 3.917 0.431 -4.172 -0.120
N 2.646 0.505 -3.429 0.058
H 3.171 2.762 -1.245 0.146
H 5.381 1.538 -2.078 0.137
H 5.107 3.221 -2.541 0.138
H 5.599 1.715 -4.539 0.135
H 4.038 2.523 -4.649 0.133
H 4.529 -0.362 -3.740 0.136
H 3.682 0.161 -5.199 0.137
H 1.869 -0.073 -3.708 0.144